Entry 1:
ORCA calculation (ωB97M-V/def2-TZVPD) on a molecular structure, C24H35CoF9N2O3S2Si.

Geometry (Å):
Co: -0.57923 0.94942 0.87517
O: 3.42125 0.65468 0.93280
C: 2.32482 0.61269 1.47985
O: 1.23326 0.34941 0.84218
C: 2.24129 0.79160 2.98214
C: 3.44952 0.63636 3.66786
C: 3.52914 0.71954 5.04429
C: 2.36946 0.96773 5.76962
C: 1.16835 1.13623 5.11098
C: 1.07011 1.05822 3.71236
S: -0.55133 1.37110 3.09270
H: 4.32917 0.44658 3.06865
H: 4.47840 0.59073 5.55010
H: 2.40246 1.03250 6.85175
H: 0.26267 1.33521 5.67155
F: -5.44213 0.06528 1.92555
C: -4.09821 0.12097 1.80764
F: -3.60753 -1.06106 2.16801
F: -3.65717 1.03197 2.68170
C: -3.64022 0.48385 0.35105
O: -2.31668 0.36044 0.18681
C: -4.10428 1.94438 0.01786
F: -3.75516 2.25878 -1.24000
F: -5.42593 2.15153 0.13298
F: -3.49035 2.81750 0.82818
C: -4.33926 -0.50155 -0.65443
F: -4.06944 -1.77085 -0.32104
F: -3.83864 -0.31297 -1.89336
F: -5.66938 -0.37343 -0.74087
C: 0.92750 5.51606 0.00869
Si: -0.60577 4.45127 0.22256
C: -1.91925 5.13168 -0.93753
C: -1.12317 4.72586 1.99469
C: -0.22096 2.69247 -0.26690
H: 0.66482 6.56773 0.16968
H: 1.37918 5.42447 -0.98540
H: 1.68866 5.24165 0.74856
H: -1.90360 6.22733 -0.96097
H: -2.91911 4.81368 -0.63120
H: -1.75641 4.76848 -1.95894
H: -1.28009 5.79244 2.18955
H: -0.34001 4.36273 2.66481
H: -2.03826 4.18643 2.24923
H: 0.84712 2.55342 -0.44883
H: -0.77679 2.39354 -1.16369
C: 3.60560 -3.60457 -2.79125
C: 4.24704 -3.33526 -1.42810
C: 3.30827 -3.52463 -0.22849
C: 2.44897 -2.31640 0.13265
N: 1.37972 -2.05514 -0.83088
C: 0.06528 -1.99336 -0.50983
S: -0.57194 -2.29504 1.02083
N: -0.78326 -1.63666 -1.49705
C: -0.53068 -1.39323 -2.90589
C: -1.15699 -2.44580 -3.81957
C: -0.47267 -3.81713 -3.81026
C: -0.81737 -4.70017 -2.60916
H: 4.34242 -3.51769 -3.59421
H: 2.79834 -2.90269 -3.00938
H: 3.18300 -4.61235 -2.82834
H: 4.64704 -2.31625 -1.40725
H: 5.10024 -4.00903 -1.31671
H: 3.91401 -3.75180 0.65360
H: 2.65342 -4.38708 -0.39838
H: 3.06581 -1.41954 0.23118
H: 1.96261 -2.48472 1.08825
H: 1.65930 -1.53830 -1.64553
H: -1.72360 -1.48247 -1.16566
H: 0.54087 -1.33946 -3.09681
H: -0.94995 -0.41663 -3.15628
H: -1.13972 -2.04262 -4.83729
H: -2.21069 -2.56090 -3.53850
H: 0.61091 -3.67557 -3.86096
H: -0.76138 -4.34484 -4.72290
H: -0.50229 -4.25744 -1.66406
H: -0.33426 -5.67624 -2.69882
H: -1.89684 -4.86303 -2.55134

Computed properties:
Strongest force on any atom (hartree/bohr): 0.0071
Calculated total energy (eV): -126216.718
Orbital gap (spin up / spin down) (eV): 7.68 / 6.64
Total charge: -1
HOMO level (spin up / spin down) (eV): -4.99 / -5.08
2S+1: 5
Expectation value of S²: 6.0159

Mulliken atomic charge list, values in e, 2 entries: atom 1 (Co): 1.463, atom 2 (O): -0.771


Entry 2:
ORCA calculation (ωB97M-V/def2-TZVPD) on CH4N2O2 in the gas phase.

Geometry (Å):
C: -0.79186 0.07420 -0.37971
N: 0.24668 0.80099 0.30550
N: 1.24002 -0.03959 0.48584
O: -0.85529 -1.15764 0.22861
O: 0.56460 -1.41833 0.53384
H: -1.73989 0.52481 -0.45873
H: -0.38227 0.11388 -1.47988
H: -0.07103 1.22150 1.24953
H: 1.78904 -0.11981 -0.48500

Computed properties:
Strongest force on any atom (hartree/bohr): 0.0959
Calculated total energy (eV): -8171.307
Orbital gap (eV): 10.68
HOMO level (eV): -9.67

Mulliken atomic charge list, values in e, 2 entries: atom 1 (C): -0.267, atom 2 (N): -0.239


Entry 3:
ORCA calculation (ωB97M-V/def2-TZVPD) on 4 unconnected molecules or ions with the total composition C32H72FIN5O3Si.

Geometry (Å):
C: 6.36194 -1.55314 5.36255
C: 5.16680 -2.31346 4.75749
O: 5.52736 -3.63147 4.38156
C: 4.65798 -1.67617 3.48832
O: 4.33338 -0.25712 3.67537
C: 3.04444 -0.02179 3.77737
N: 2.16204 -0.06706 2.78430
C: 0.89384 0.25116 3.26355
C: -0.34090 0.30437 2.43114
C: -0.71966 1.70092 1.95088
C: 0.41371 2.53480 1.40850
F: -1.35777 2.37321 2.98096
C: 1.04539 0.50928 4.60283
C: 0.02067 0.88541 5.61829
C: -0.43041 -0.38414 6.35912
O: -1.52087 -0.15322 7.20595
Si: -3.06455 -0.20326 6.55462
C: -4.20238 -0.62294 7.98096
C: -3.60772 1.44510 5.84191
C: -3.26464 -1.53055 5.24488
N: 2.40837 0.33805 4.90014
I: 3.25630 0.67514 6.71020
H: 6.12322 -1.07630 6.30295
H: 7.16011 -2.27102 5.49524
H: 6.70973 -0.81062 4.65048
H: 4.34953 -2.36635 5.48282
H: 5.35759 -4.21166 5.12619
H: 3.76371 -2.19363 3.15231
H: 5.41281 -1.75747 2.71658
H: 2.38323 -0.30376 1.82922
H: -0.24933 -0.37266 1.58670
H: -1.14976 -0.06922 3.05269
H: -1.45543 1.57456 1.15758
H: 1.30965 2.49283 2.02120
H: 0.63436 2.25450 0.38409
H: 0.08980 3.57040 1.40713
H: -0.80034 1.37602 5.11375
H: 0.50393 1.56436 6.31468
H: 0.40043 -0.72131 6.97930
H: -0.59913 -1.17446 5.62192
H: -4.43762 0.24092 8.59369
H: -3.65222 -1.30992 8.62620
H: -5.08971 -1.14995 7.64974
H: -3.36533 1.54225 4.78594
H: -3.10074 2.24606 6.38002
H: -4.67226 1.59272 5.97997
H: -2.94598 -1.19118 4.26058
H: -4.30080 -1.83735 5.15038
H: -2.69600 -2.42577 5.49315
C: -4.42450 0.31228 -4.32518
C: -3.41689 -0.62786 -3.68294
N: -2.35953 0.07246 -2.97490
C: -1.24217 -0.77661 -2.61026
C: -1.48517 -1.90903 -1.60189
C: -2.79681 1.01297 -1.96305
C: -3.67942 0.48789 -0.82119
H: -3.92214 1.03744 -4.96714
H: -5.12308 -0.25689 -4.93842
H: -5.01258 0.85418 -3.58309
H: -2.94982 -1.21932 -4.47408
H: -3.95613 -1.34181 -3.04036
H: -0.43373 -0.13781 -2.23895
H: -0.85689 -1.22129 -3.53234
H: -1.60012 -1.53396 -0.58362
H: -0.62853 -2.58713 -1.60051
H: -2.36603 -2.49956 -1.85116
H: -3.33611 1.82264 -2.46034
H: -1.90774 1.49358 -1.54144
H: -4.48616 -0.15214 -1.17780
H: -4.14274 1.32873 -0.29991
H: -3.10202 -0.07006 -0.08249
C: 5.89236 -3.66850 -3.11814
C: 6.07685 -3.93463 -1.63209
N: 4.84615 -3.80286 -0.87190
C: 5.05634 -3.76523 0.56105
C: 5.62991 -5.00133 1.26237
C: 3.73440 -4.61966 -1.32930
C: 3.93519 -6.13898 -1.39612
H: 5.42473 -2.69733 -3.28450
H: 6.86298 -3.66774 -3.61409
H: 5.28303 -4.43340 -3.60018
H: 6.78812 -3.20208 -1.24096
H: 6.54727 -4.92121 -1.50376
H: 4.10333 -3.50354 1.03715
H: 5.72728 -2.92078 0.76403
H: 4.89258 -5.79898 1.34519
H: 5.92954 -4.73549 2.27398
H: 6.50931 -5.39444 0.75246
H: 3.44960 -4.27138 -2.32491
H: 2.86774 -4.39924 -0.69940
H: 4.88566 -6.40671 -1.85813
H: 3.14365 -6.58551 -2.00036
H: 3.88949 -6.60545 -0.41335
C: -2.01115 4.06018 -5.16941
C: -2.15827 5.05305 -6.31234
N: -3.09846 4.61381 -7.32389
C: -3.03532 5.39125 -8.54962
C: -3.42052 6.87439 -8.48731
C: -4.42955 4.28789 -6.84430
C: -5.21406 5.37442 -6.09598
H: -1.76041 3.06723 -5.54545
H: -1.21144 4.38116 -4.49991
H: -2.92309 3.98485 -4.57460
H: -1.18275 5.16770 -6.79195
H: -2.41438 6.03968 -5.89369
H: -3.65313 4.89502 -9.30246
H: -2.00980 5.32109 -8.92559
H: -4.49646 7.01398 -8.39368
H: -3.11353 7.36936 -9.41050
H: -2.93097 7.39220 -7.66209
H: -4.34751 3.41752 -6.18679
H: -5.02056 3.93831 -7.69384
H: -4.60084 5.88485 -5.35195
H: -6.05500 4.91988 -5.56809
H: -5.62668 6.12292 -6.76996

Computed properties:
Strongest force on any atom (hartree/bohr): 0.0309
Calculated total energy (eV): -66635.264
Orbital gap (eV): 4.99
Total charge: +1
HOMO level (eV): -9.21

Mulliken atomic charge list, values in e, 2 entries: atom 1 (C): -1.332, atom 2 (C): 0.318


Entry 4:
ORCA calculation (ωB97M-V/def2-TZVPD) on C5H4N2 in the gas phase.

Geometry (Å):
C: -2.18922 0.84019 1.60671
C: -1.25144 0.47639 0.94363
C: -0.15168 0.05416 0.14300
C: -0.07667 -0.30772 -1.18849
C: 1.28299 -0.60504 -1.39593
N: 1.99927 -0.44584 -0.28934
N: 1.11568 -0.04912 0.62679
H: -3.02596 1.16530 2.18557
H: -0.89529 -0.34483 -1.89187
H: 1.76962 -0.92614 -2.30772
H: 1.42270 0.14265 1.56766

Computed properties:
Strongest force on any atom (hartree/bohr): 0.0097
Calculated total energy (eV): -8227.678
Orbital gap (eV): 10.07
HOMO level (eV): -9.08

Mulliken atomic charge list, values in e, 2 entries: atom 1 (C): 0.279, atom 2 (C): -0.399


Entry 5:
ORCA calculation (ωB97M-V/def2-TZVPD) on a molecular structure, C26H56GdNO2P2Si4.

Geometry (Å):
C: -0.87080 4.32876 -1.18243
C: -1.20382 2.99436 -0.85358
N: -0.30878 2.21981 -0.10975
C: 0.82932 2.80754 0.34678
C: 1.11882 4.14331 0.11848
C: 0.27522 4.91077 -0.67838
C: -2.47011 2.47200 -1.25188
P: -2.92819 0.76777 -1.24332
Gd: -0.96587 0.00539 0.64047
P: 1.76423 0.16989 0.90333
C: 1.80752 2.00189 1.19200
C: -0.42458 -2.70848 0.29065
C: -1.28010 -3.51466 1.01640
C: -0.75546 -4.62401 1.70764
C: 0.60509 -4.94618 1.58695
C: 1.41253 -4.20264 0.72382
C: 0.87577 -3.11487 0.01234
O: -1.01748 0.92045 -5.09700
O: 3.02203 -2.18028 -2.99353
H: -1.56345 4.88512 -1.80994
H: 2.02072 4.55704 0.56718
H: 0.51781 5.94635 -0.89523
C: -4.67104 0.51603 -0.71503
C: -2.84556 0.06403 -2.93092
H: 2.83626 2.32127 0.96180
H: 1.63998 2.21179 2.26524
H: -1.37887 1.01063 -5.93944
H: -3.13985 3.18614 -1.74478
C: 2.96997 -0.46335 2.10241
C: 2.75550 0.10012 -0.62257
H: -2.35850 -3.30811 1.07361
H: -1.39514 -5.23052 2.35066
H: 1.02624 -5.77685 2.16110
H: 2.46243 -4.47060 0.58968
H: 1.48900 -2.61110 -0.73812
H: -1.31910 -0.86365 -0.88052
H: 2.17849 -2.32926 -3.45534
H: 3.46289 -1.55876 -3.50882
H: -0.53930 1.74555 -4.92521
H: -1.04659 -1.52894 -0.78857
H: -5.33053 0.44597 -1.59440
H: -4.71826 -0.43585 -0.15855
H: -5.01568 1.32802 -0.05721
H: -3.86020 -0.06540 -3.33559
H: -2.23413 0.65396 -3.63751
H: -2.37603 -0.92373 -2.83140
H: 3.75654 0.50575 -0.42359
H: 2.85097 -0.92470 -0.99482
H: 2.28087 0.69184 -1.41322
H: 3.99058 -0.23774 1.77000
H: 2.82262 -0.05230 3.10629
H: 2.85903 -1.55158 2.15752
C: 1.74093 1.57053 5.17479
Si: -0.05376 2.11428 4.96129
C: -0.74195 2.32261 6.71037
C: -0.11922 3.79046 4.09304
Si: -1.18112 0.62992 3.55918
Si: -1.09356 -1.41032 4.69734
C: -1.09382 -1.20268 6.57296
C: -2.50860 -2.56199 4.23068
C: 0.52837 -2.20132 4.14732
Si: -3.36105 1.47120 3.57355
C: -3.90354 2.08439 5.27505
C: -3.42312 2.92138 2.35855
C: -4.60486 0.15350 3.06730
H: 2.12371 2.06211 6.08280
H: 2.37030 1.88345 4.33142
H: 1.84680 0.48581 5.31144
H: -0.05811 3.01455 7.22691
H: -1.74519 2.76405 6.72812
H: -0.76498 1.38581 7.28047
H: 0.09901 3.73806 3.01757
H: -1.10149 4.26597 4.22148
H: 0.63770 4.43390 4.56768
H: -1.95437 -0.62098 6.92959
H: -1.15663 -2.20770 7.01870
H: -0.17638 -0.72602 6.94282
H: -2.74152 -2.54615 3.15825
H: -2.21499 -3.59094 4.48776
H: -3.42208 -2.32053 4.79030
H: 0.42758 -2.71131 3.18057
H: 1.34769 -1.47883 4.06064
H: 0.81917 -2.95518 4.89421
H: -3.54776 3.10311 5.47755
H: -5.00442 2.10028 5.28509
H: -3.56942 1.43280 6.09295
H: -3.38240 2.61464 1.30480
H: -4.37478 3.45191 2.51788
H: -2.60538 3.63435 2.52495
H: -4.78305 0.14619 1.98528
H: -4.30769 -0.85458 3.37755
H: -5.55512 0.39387 3.56782

Computed properties:
Strongest force on any atom (hartree/bohr): 0.0852
Calculated total energy (eV): -104376.434
Orbital gap (spin up / spin down) (eV): 6.57 / 5.57
HOMO level (spin up / spin down) (eV): -6.45 / -6.44
2S+1: 8
Expectation value of S²: 16.1007

Mulliken atomic charge list, values in e, 2 entries: atom 1 (C): -1.223, atom 2 (C): 1.214